DFT (wB97M-V/def2-TZVPD) results for C10H16N2PSeV as an isolated structure at a distorted geometry.

The geometry in XYZ format:
```
31
Properties=species:S:1:pos:R:3:mulliken_charge:R:1
C -2.58026 1.65359 -1.45438 -0.351
C -1.94543 2.40904 -2.48189 -0.745
C -1.79216 1.53810 -3.61918 -0.344
C -2.62301 0.39867 -3.42657 -0.770
C -2.96147 0.36979 -2.02914 -0.495
V -0.24467 -1.20195 0.34052 0.284
P -1.26699 0.20744 2.11711 -0.165
H -2.69270 1.93795 -0.40571 0.400
H -1.56128 3.41880 -2.37054 0.359
H -1.28677 1.80602 -4.56129 0.364
H -3.42119 -0.45431 -1.47759 0.460
H -2.83609 -0.38143 -4.15576 0.351
H -2.58537 -0.26082 2.48911 0.113
H -1.65734 1.60967 2.02508 0.143
H -0.73690 0.22892 3.45474 0.102
C 2.39854 1.63102 1.15001 -0.819
N 2.23126 0.19405 1.25986 0.161
C 2.54202 -0.60474 2.34198 -0.462
C 2.20142 -1.90134 2.03785 -0.580
N 1.58377 -1.85760 0.80594 0.117
C 1.05765 -3.02946 0.11687 -0.999
C 1.70099 -0.55171 0.25063 0.008
Se 0.92075 -0.04365 -1.38636 -0.222
H 2.64519 1.89702 0.11170 0.341
H 3.20130 1.94569 1.82742 0.320
H 1.46795 2.14618 1.42790 0.268
H 3.09608 -0.20115 3.17764 0.473
H 2.34236 -2.83745 2.55181 0.434
H 1.73180 -3.86592 0.34568 0.415
H 0.05882 -3.31638 0.50150 0.500
H 1.01175 -2.88404 -0.96495 0.335
```

## Properties
charge	0
orbital gap (spin up / spin down)	4.65 / 4.45	eV
DFT total energy	-4186.6561	a.u.
spin multiplicity	3
E_HOMO (spin up / spin down)	-5.24 / -5.28	eV